No. 1
ORCA calculation (ωB97M-V with the def2-TZVPD basis set) on C36H50BaN9O5S2SbSi as an isolated structure.

strongest force on any atom: 0.5 eV/Å
DFT total energy: -98579.8725 eV
net charge: -2
energy relative to the best compared isomer or geometry (same formula, charge and spin): 36.50 kJ/mol

Geometry as XYZ:
```
105
Properties=species:S:1:pos:R:3:forces:R:3:lowdin_charge:R:1
Ba 0.0590 -0.2662 -0.1258 -0.29 0.39 0.17 1.69
C -4.0563 0.4352 -1.3669 0.04 0.00 -0.01 -0.03
C -2.7833 1.2332 -1.4050 -0.05 -0.07 -0.06 -0.33
N -2.2604 1.8364 -0.4019 -0.07 -0.05 0.05 -0.02
N -3.0199 1.8237 0.7498 0.18 0.00 0.01 -0.03
C -2.3774 2.1835 1.8268 -0.04 -0.04 -0.09 -0.90
N -3.1712 2.2806 2.9596 0.05 0.00 0.06 0.04
S -0.7013 2.5718 2.0188 -0.09 -0.07 0.04 0.58
C -2.0370 1.2828 -2.6972 0.01 0.03 0.10 -0.26
C -2.0978 0.1976 -3.5685 0.00 0.00 -0.01 -0.04
C -1.3942 0.2508 -4.7572 0.01 0.01 -0.01 -0.06
C -0.6673 1.3912 -5.0523 -0.02 -0.01 0.00 -0.09
C -0.6560 2.4169 -4.1183 -0.04 0.02 0.00 -0.18
N -1.3143 2.3801 -2.9657 0.03 0.01 -0.04 0.12
H -4.6806 0.7745 -0.5464 -0.02 0.00 0.01 0.05
H -3.8126 -0.6196 -1.1975 -0.01 0.00 0.02 0.08
H -4.5896 0.5102 -2.3164 -0.01 0.00 0.00 0.08
H -4.0454 1.7840 2.8666 -0.02 -0.02 -0.02 0.06
H -2.6732 2.0858 3.8144 -0.01 0.02 -0.03 0.04
H -2.6069 -0.7068 -3.2660 -0.01 0.01 0.00 0.11
H -1.3802 -0.6083 -5.4152 0.00 0.00 0.00 0.11
H -0.0886 1.4755 -5.9636 0.00 0.00 0.00 0.09
H -0.0762 3.3175 -4.3039 0.01 0.00 0.00 0.10
C 1.0444 4.6335 -0.2241 0.03 -0.01 0.01 -0.08
N 1.9338 4.1037 0.8017 -0.03 -0.01 -0.05 -0.17
C 2.0644 4.8982 2.0053 -0.02 -0.01 0.02 -0.10
C 2.1456 2.7464 0.8037 0.00 0.14 0.07 -0.55
N 2.0804 2.0017 -0.2376 0.08 -0.15 -0.01 0.07
N 2.4115 2.2133 2.0678 0.04 0.02 -0.03 0.08
C 2.6683 0.8236 2.1934 0.06 0.05 0.05 -0.59
N 1.6319 0.1642 2.8082 -0.05 -0.07 -0.10 0.12
N 3.7922 0.3568 1.8212 -0.01 -0.01 -0.01 0.13
H 1.5971 5.0233 -1.0860 0.01 -0.01 0.00 0.08
H 0.4537 5.4414 0.2066 0.00 0.00 0.00 0.08
H 0.3422 3.8646 -0.5518 -0.02 0.00 0.00 0.06
H 2.2462 5.9355 1.7197 0.02 0.00 0.01 0.08
H 2.9125 4.5524 2.5926 0.00 0.00 -0.01 0.08
H 1.1555 4.8617 2.6201 0.01 0.00 -0.01 0.06
H 2.0035 2.5786 -1.0685 -0.08 -0.09 -0.07 0.03
H 1.7272 2.5306 2.7459 -0.01 -0.01 0.01 0.06
H 0.6859 0.5325 2.7115 -0.01 0.04 0.04 -0.03
H 1.6774 -0.8396 2.8803 0.00 -0.03 0.00 0.09
H 3.7974 -0.6574 1.9079 -0.01 -0.01 -0.01 0.04
O -1.7280 -2.1276 -1.4584 0.05 0.08 -0.02 -0.47
S -0.4188 -2.5753 -2.0106 0.34 0.14 -0.11 0.14
O -0.5345 -3.6802 -2.9494 0.02 0.06 0.06 -0.36
O 0.4670 -2.8925 -0.8384 -0.06 -0.13 -0.10 -0.57
O 0.2237 -1.3585 -2.6434 0.00 -0.17 -0.05 -0.59
C 2.6431 1.2760 -3.6431 0.02 -0.03 0.01 -0.22
C 3.1101 -0.1698 -3.7924 -0.06 0.04 0.02 -0.44
Sb 3.3006 -1.1501 -1.8774 -0.28 -0.17 0.11 1.41
C 5.4508 -0.8828 -1.7084 0.02 0.01 -0.02 -0.47
C 5.8054 0.5921 -1.5257 0.00 -0.01 0.02 -0.22
C 3.3547 -3.1723 -2.6269 -0.01 0.04 -0.01 -0.43
C 4.0554 -3.3663 -3.9662 0.00 0.00 0.02 -0.21
H 2.5231 1.7712 -4.6126 0.00 0.00 0.00 0.06
H 3.3393 1.8712 -3.0466 0.02 0.00 0.00 0.05
H 1.6733 1.3056 -3.1425 0.01 0.00 -0.02 0.04
H 4.0555 -0.2402 -4.3375 0.01 0.01 0.01 0.05
H 2.3536 -0.7480 -4.3263 0.00 -0.01 0.00 0.04
H 5.9495 -1.3105 -2.5825 0.02 0.01 -0.01 0.03
H 5.7700 -1.4544 -0.8329 0.01 -0.03 -0.01 0.03
H 5.5357 1.1729 -2.4117 -0.01 0.01 -0.01 0.04
H 6.8762 0.7428 -1.3512 0.00 0.00 -0.01 0.05
H 5.2658 1.0143 -0.6743 0.00 0.01 0.00 0.04
H 2.3074 -3.4767 -2.6706 0.04 0.00 -0.02 0.02
H 3.8256 -3.7770 -1.8468 0.00 0.01 0.01 0.04
H 3.5414 -2.8223 -4.7604 0.00 0.00 0.00 0.05
H 4.0754 -4.4216 -4.2576 0.00 0.00 -0.01 0.06
H 5.0904 -3.0130 -3.9431 0.00 -0.01 -0.01 0.04
O -1.0368 -1.0374 1.9982 0.32 0.10 0.05 -0.59
Si -2.0533 -2.0106 2.7130 -0.01 -0.05 -0.18 0.40
C -3.7195 -2.1644 1.8262 -0.06 0.04 0.02 -0.20
C -4.7154 -1.2063 2.0346 0.01 -0.01 0.00 -0.11
C -5.9218 -1.2471 1.3515 -0.02 0.01 -0.01 -0.11
C -6.1553 -2.2540 0.4240 -0.01 0.01 0.01 -0.12
C -5.1762 -3.2082 0.1872 0.01 0.00 0.00 -0.10
C -3.9755 -3.1626 0.8844 0.06 0.00 -0.03 -0.08
C -2.4905 -1.4039 4.4590 -0.02 0.03 0.03 -0.21
C -3.5595 -1.9116 5.2016 0.01 0.00 0.03 -0.11
C -3.8536 -1.4353 6.4733 0.00 0.00 -0.01 -0.11
C -3.0816 -0.4240 7.0306 0.01 0.00 0.00 -0.12
C -2.0216 0.1057 6.3066 -0.01 0.00 0.00 -0.10
C -1.7344 -0.3818 5.0367 0.03 0.05 -0.01 -0.09
C -1.3599 -3.7650 2.8637 -0.02 -0.03 0.06 -0.20
C -1.5449 -4.5906 3.9748 0.01 -0.01 -0.01 -0.10
C -1.0251 -5.8793 4.0141 -0.01 0.01 0.02 -0.12
C -0.3048 -6.3681 2.9325 0.01 0.00 -0.01 -0.12
C -0.1047 -5.5617 1.8194 0.00 -0.01 0.01 -0.08
C -0.6232 -4.2730 1.7860 -0.05 0.03 0.00 -0.08
H -4.5333 -0.4021 2.7398 -0.03 -0.02 0.02 0.08
H -6.6710 -0.4827 1.5262 0.00 0.00 0.00 0.09
H -7.0902 -2.2839 -0.1245 0.00 0.00 0.00 0.09
H -5.3385 -3.9792 -0.5567 0.01 0.00 0.00 0.10
H -3.2120 -3.9006 0.6674 -0.01 0.00 -0.01 0.10
H -4.1869 -2.6848 4.7682 0.00 0.00 0.00 0.10
H -4.6921 -1.8446 7.0261 0.00 0.00 0.00 0.09
H -3.3114 -0.0447 8.0200 0.00 0.00 0.00 0.09
H -1.4211 0.9054 6.7255 -0.01 0.00 0.00 0.09
H -0.9231 0.0584 4.4646 -0.02 -0.03 -0.01 0.08
H -2.0978 -4.2197 4.8319 0.00 -0.01 0.01 0.08
H -1.1788 -6.5010 4.8898 0.00 0.00 0.01 0.08
H 0.1016 -7.3733 2.9595 0.00 0.00 0.00 0.08
H 0.4552 -5.9291 0.9674 0.00 0.01 -0.01 0.10
H -0.4471 -3.6631 0.9025 0.01 -0.06 0.05 0.07
```
Forces are in eV/Å.

No. 2
ORCA calculation (ωB97M-V with the def2-TZVPD basis set) on C36H50CeN4O4P2S as an isolated structure at a distorted geometry.

strongest force on any atom: 5.2 eV/Å
DFT total energy: -94633.1840 eV
multiplicity: 2
⟨S²⟩: 0.7509
net charge: +1
energy relative to the best compared isomer or geometry (same formula, charge and spin): 0.00 kJ/mol

Geometry as XYZ:
```
98
Properties=species:S:1:pos:R:3:forces:R:3:lowdin_charge:R:1
Ce 0.2353 0.7187 -1.1100 0.20 -0.40 1.11 1.00
C -4.4883 2.1399 -0.7719 -0.41 -0.09 0.85 -0.10
C -4.5916 0.5911 -0.7966 0.57 0.25 0.04 -0.53
C -5.8647 0.1029 -0.1054 -1.46 0.67 0.46 -0.12
P -3.0143 -0.3355 -0.3703 0.70 1.00 0.17 1.10
C -3.5341 -2.0968 0.0457 -0.66 1.75 -0.51 -0.55
C -2.5558 -2.9606 -0.7144 -0.07 -0.45 0.01 -0.14
C -3.5733 -2.3576 1.5339 0.64 -0.92 0.08 -0.10
C -2.3351 0.5408 1.1116 0.26 -0.60 1.27 -0.28
C -3.1412 1.2890 1.9768 1.92 -0.14 0.18 -0.04
C -2.6202 2.0945 3.0138 0.40 -1.16 -1.45 -0.28
C -3.5893 2.9256 3.7607 -0.20 1.86 -1.43 -0.05
C -1.2427 2.0623 3.1805 0.43 1.06 1.10 -0.03
C -0.3921 1.1988 2.4685 -0.04 0.74 1.86 -0.04
C -0.9571 0.3898 1.5050 0.35 -0.83 -1.27 -0.39
N -0.1080 -0.5502 0.8526 0.35 0.22 -0.30 -0.16
C 0.7657 -1.3136 1.6470 0.54 -0.33 -0.26 -0.28
C 0.4196 -1.7029 2.9532 -0.72 -0.18 -0.37 -0.04
C 1.0921 -2.6818 3.6402 0.64 -0.07 1.18 -0.04
C 2.2884 -3.2353 3.1626 -0.54 0.43 0.45 -0.27
C 3.0269 -4.2541 3.9931 -0.19 -0.06 0.17 -0.05
C 2.7048 -2.7368 1.9426 1.03 -2.59 -0.17 -0.11
C 2.0117 -1.8515 1.1681 -0.89 1.78 -0.45 -0.31
P 2.9599 -1.1487 -0.2619 -0.48 -1.01 0.19 1.09
C 3.5428 -2.7470 -1.1653 0.04 0.76 -0.02 -0.50
C 2.5466 -3.9197 -1.1483 0.07 -0.21 0.14 -0.11
C 4.0305 -2.3271 -2.5623 0.75 -1.56 -0.31 -0.13
C 4.5210 -0.5637 0.6193 -0.03 -1.01 0.25 -0.54
C 5.5971 -0.1417 -0.3708 0.99 0.59 -0.16 -0.13
C 4.1033 0.4747 1.6367 -0.92 0.42 0.42 -0.13
H -5.1510 2.5608 -1.5368 0.35 -0.03 -0.01 0.09
H -3.4711 2.5092 -0.8610 0.08 0.07 -0.38 0.05
H -4.8602 2.5561 0.1944 0.26 -0.48 -0.57 0.08
H -4.5275 0.2887 -1.8478 -0.81 0.12 -0.10 0.08
H -5.6572 -0.5237 0.7643 -0.10 -0.26 -0.26 0.05
H -6.5875 -0.3856 -0.7829 0.57 -0.18 0.28 0.08
H -6.4944 0.9365 0.3307 0.94 -0.50 -0.56 0.09
H -4.5687 -2.1777 -0.3422 0.49 -0.05 -0.04 0.11
H -1.5941 -2.7539 -0.2566 0.48 -0.25 -0.11 0.05
H -2.4692 -2.7617 -1.8160 -0.38 -0.24 1.04 0.08
H -2.8512 -3.9864 -0.4808 0.38 -0.24 -0.50 0.08
H -2.5683 -2.3768 1.9715 -0.06 0.55 -0.02 0.08
H -3.9020 -3.3762 1.7012 -0.42 -0.34 0.02 0.08
H -4.2392 -1.7018 2.0787 0.04 0.25 0.12 0.07
H -4.1763 1.1423 1.9294 -1.52 0.26 -0.39 0.09
H -3.9422 3.7373 3.0127 0.34 -1.06 1.38 0.12
H -3.1705 3.4277 4.6254 -0.03 -0.05 0.17 0.08
H -4.4498 2.3326 4.0086 -0.46 -0.12 0.37 0.08
H -0.8414 2.7458 3.9689 -0.09 -0.78 -0.64 0.12
H 0.6465 1.0117 2.8837 -1.26 0.36 -0.97 0.15
H -0.4759 -1.3208 3.4231 -0.16 0.15 -0.18 0.11
H 0.7046 -2.9630 4.6451 0.35 0.11 -0.84 0.13
H 3.0940 -5.2219 3.4952 -0.08 -0.05 -0.08 0.08
H 2.4080 -4.3863 4.8982 0.69 -0.14 -0.16 0.08
H 4.0688 -3.9804 4.2525 -0.65 0.12 -0.03 0.09
H 3.5180 -3.3175 1.4439 -0.12 0.94 0.64 0.12
H 4.4055 -3.0824 -0.6134 0.51 -0.07 0.28 0.09
H 1.5204 -3.5809 -1.1360 -0.43 0.08 -0.56 0.06
H 2.6125 -4.4500 -0.2051 0.19 -0.07 0.25 0.06
H 2.7251 -4.7145 -1.9134 -0.09 0.93 0.22 0.09
H 3.4219 -1.5666 -2.9837 -0.70 0.66 -0.50 0.02
H 4.0016 -3.2370 -3.2207 0.13 0.80 0.33 0.09
H 5.0650 -1.9390 -2.5960 -0.47 -0.27 0.25 0.07
H 4.9110 -1.4105 1.2413 -0.22 0.38 -0.77 0.12
H 6.1390 -0.9830 -0.7800 -0.43 -0.60 -0.51 0.06
H 5.2939 0.5315 -1.1953 -0.16 -0.38 0.46 0.07
H 6.4642 0.3381 0.1079 -0.54 0.38 0.38 0.08
H 3.3292 1.1630 1.2427 0.39 -0.16 0.16 0.04
H 4.9309 1.0473 2.0192 0.56 0.39 -0.17 0.07
H 3.6979 -0.0038 2.5364 -0.23 -0.05 -0.29 0.08
O 1.0536 -2.0417 -4.8023 -0.86 0.86 1.46 0.17
C 0.5655 -1.2482 -3.8292 2.31 -1.06 2.97 -0.36
O 0.9594 -1.2434 -2.6251 -0.88 -0.61 -2.95 -0.06
C -0.3963 -0.2884 -4.2475 -0.15 1.40 -1.24 -0.20
C -0.6390 -0.2246 -5.5903 -2.81 1.72 -0.40 0.07
C -1.5960 0.7621 -6.0310 1.63 -0.03 -0.62 0.03
C -2.1092 1.6588 -5.0961 0.34 -1.17 -0.41 0.06
C -1.6118 1.6163 -3.7679 1.39 -2.17 -2.46 -0.14
N -0.7198 0.6726 -3.3691 -2.03 0.39 -1.30 0.07
C -1.7450 2.7660 -2.9326 -0.96 3.62 3.54 -0.50
O -2.4615 3.7329 -3.2594 1.90 -2.35 0.80 0.10
O -1.0286 2.6457 -1.7731 -1.16 0.24 -1.94 -0.27
H 1.6271 -2.6768 -4.3746 0.68 -0.56 0.23 0.13
H -0.1831 -0.9527 -6.2065 0.17 -0.31 -0.82 0.12
H -1.7273 0.9796 -7.1378 -0.20 -0.68 1.58 0.15
H -2.8331 2.3739 -5.4666 0.19 0.31 0.61 0.13
S 2.6035 2.3834 -1.4021 0.44 -0.01 0.11 0.66
C 2.0582 3.6362 -0.3862 0.13 0.02 -0.40 -0.82
N 0.9294 4.3039 -0.6378 -1.07 -0.67 0.57 0.05
C 0.5621 5.1393 0.5534 -1.50 -0.60 -1.68 -0.12
C 1.7254 4.9836 1.4574 2.78 2.17 1.36 -0.14
N 2.6433 4.0911 0.7258 0.10 0.02 0.76 0.05
H 0.1897 3.8132 -1.2247 0.77 0.95 0.67 0.11
H -0.3830 4.8067 0.9744 -0.04 -0.33 0.10 0.12
H 0.3689 6.1365 0.1886 0.27 0.44 0.16 0.12
H 1.5718 4.6157 2.4886 -0.37 -0.02 -0.64 0.12
H 2.2356 6.0156 1.5821 -0.67 -1.60 -0.08 0.15
H 3.5420 3.8118 1.1469 -0.96 -0.08 -0.88 0.17
```
Forces are in eV/Å.

Among the records above, which one has the highest energy relative to the best compared isomer or geometry (same formula, charge and spin)? C36H50BaN9O5S2SbSi